No. 1
{"formula": "C18H54BrN6O2P4", "method": "ωB97M-V/def2-TZVPD", "relative_energy_kcal_mol": 35.2, "fmax_ev_per_a": 7.2, "e_lumo_ev": 1.871, "total_charge": -1, "homo_lumo_gap_ev": 4.7, "species": ["H", "C", "H", "H", "C", "C", "C", "C", "H", "C", "H", "H", "C", "H", "C", "H", "H", "H", "H", "H", "H", "P", "C", "H", "N", "H", "C", "H", "H", "H", "H", "H", "H", "C", "H", "H", "H", "H", "H", "C", "H", "H", "H", "H", "H", "H", "H", "H", "H", "H", "H", "P", "H", "H", "C", "H", "Br", "H", "H", "N", "C", "N", "H", "H", "H", "H", "C", "H", "O", "H", "O", "H", "H", "C", "H", "C", "H", "P", "H", "H", "C", "N", "N", "N", "P"], "coordinates": [[-3.49, 0.63, 3.80], [-0.85, -2.20, -3.43], [1.12, 2.84, 3.44], [1.28, -3.25, -3.90], [3.96, -4.00, -2.58], [1.35, 2.65, 0.93], [3.69, 0.26, -3.35], [-0.81, -3.43, -5.68], [1.94, 2.80, 0.03], [1.80, -1.34, 3.27], [5.15, 2.07, 1.59], [4.74, -4.59, -3.08], [-5.12, 3.38, 2.89], [-1.57, -3.98, -6.25], [4.30, -2.51, -2.56], [-4.39, 4.16, 3.10], [1.22, -2.29, -2.07], [2.12, -2.07, 0.04], [3.88, -4.42, -1.57], [-5.45, 1.57, -1.05], [-4.56, 1.70, 4.67], [-3.35, 2.10, 1.25], [5.14, -0.56, 2.07], [3.02, -4.20, -3.09], [2.05, 1.78, 1.89], [-1.07, -3.06, -2.78], [-3.82, 3.76, -0.82], [0.92, -1.38, -4.88], [1.19, 3.64, 1.36], [5.58, 1.61, 3.25], [-1.35, -1.35, -2.97], [5.96, -0.49, 2.78], [-5.09, -0.49, 2.12], [-5.65, 2.35, -0.31], [-5.52, 0.03, 0.49], [2.78, 0.84, -3.49], [4.45, 0.60, -4.05], [4.09, 2.48, 2.94], [0.38, 2.24, 0.65], [4.75, 1.71, 2.54], [-3.44, 3.16, -1.66], [5.35, -2.40, -2.87], [1.36, -0.52, 3.83], [1.95, 1.40, 3.96], [-2.99, 4.35, -0.43], [3.21, -2.68, 1.30], [2.74, -1.63, 3.78], [-6.25, 3.12, -0.80], [-4.55, -1.38, 0.70], [-2.99, 2.30, 4.12], [-0.14, -2.98, -6.42], [2.77, 0.36, 1.24], [4.05, 0.36, -2.32], [-6.28, 1.95, 0.49], [-4.72, -0.38, 1.09], [4.23, -2.07, -1.56], [-3.43, -2.65, -4.73], [-2.39, -1.41, 1.07], [1.11, -2.17, 3.37], [1.97, -1.03, 1.87], [1.34, 1.80, 3.15], [-3.50, 0.38, 0.99], [0.87, -0.48, -3.01], [0.38, 1.26, 3.10], [-2.41, -0.53, 2.60], [-4.55, 4.47, -1.21], [-2.38, -0.41, 1.51], [-5.76, 3.27, 3.77], [2.25, 0.42, -0.14], [-5.76, 3.72, 2.09], [-2.09, 2.25, 0.44], [4.78, -1.59, 2.11], [-1.43, 0.05, 1.25], [-3.84, 1.66, 3.85], [1.48, -3.02, 1.36], [-1.45, -2.36, -4.80], [-1.33, -1.40, -5.30], [3.31, -1.52, -3.79], [-0.24, -4.16, -5.11], [5.55, -0.39, 1.07], [2.22, -2.26, 1.11], [-4.49, 2.08, 2.58], [4.07, 0.41, 2.41], [-4.43, 2.94, 0.21], [1.08, -1.86, -3.48]], "lowdin_charge": [0.055, -0.469, 0.076, -0.068, -0.201, -0.126, -0.383, -0.197, 0.073, -0.146, 0.087, 0.051, -0.135, 0.033, -0.525, 0.085, -0.062, 0.043, 0.051, 0.091, 0.078, 0.706, -0.130, 0.018, -0.319, 0.059, -0.138, -0.058, 0.076, 0.075, 0.050, 0.075, 0.075, -0.147, 0.043, 0.002, -0.009, 0.064, 0.060, -0.135, 0.091, 0.040, 0.039, 0.068, 0.069, 0.063, 0.077, 0.078, 0.084, 0.084, 0.066, 0.661, -0.007, 0.068, -0.142, 0.034, 0.509, 0.083, 0.078, -0.285, -0.156, -0.291, -0.063, 0.074, 0.058, 0.075, -0.134, 0.077, -0.267, 0.063, -0.285, 0.058, 0.068, -0.130, 0.079, -0.817, 0.064, 0.683, 0.052, 0.086, -0.134, -0.277, -0.278, -0.327, 0.187]}

No. 2
{"formula": "C18H54F2InNO13S2", "method": "ωB97M-V/def2-TZVPD", "relative_energy_kcal_mol": 0.0, "fmax_ev_per_a": 4.6, "e_lumo_ev": -12.673, "total_charge": 2, "homo_lumo_gap_ev": 1.5, "species": ["H", "H", "H", "S", "O", "O", "H", "H", "C", "H", "O", "O", "H", "H", "H", "C", "O", "H", "H", "H", "O", "In", "F", "H", "H", "H", "C", "H", "H", "H", "H", "H", "O", "C", "H", "H", "H", "H", "O", "H", "H", "O", "H", "C", "C", "H", "H", "O", "H", "O", "H", "C", "H", "H", "C", "C", "H", "H", "H", "C", "H", "H", "H", "C", "H", "H", "C", "H", "C", "C", "C", "H", "H", "H", "H", "F", "H", "C", "O", "H", "C", "H", "H", "H", "H", "H", "N", "C", "H", "S", "O"], "coordinates": [[-0.82, 3.70, 0.66], [-1.26, -5.96, 4.82], [-2.54, 3.14, 0.75], [1.14, -1.41, 0.74], [0.25, 1.42, -0.14], [2.28, -0.53, 0.69], [-2.06, -2.44, 1.38], [-0.47, -2.59, 3.84], [2.55, 4.10, -1.27], [1.89, -0.74, -4.36], [0.70, -1.88, 2.01], [0.73, 5.70, -1.10], [-6.75, 1.17, -2.13], [0.01, -4.33, 2.48], [-2.18, 0.65, -4.46], [2.55, -0.12, -2.67], [-1.29, 0.23, 1.39], [2.45, 4.04, -2.35], [3.27, 0.89, 0.44], [-4.14, -1.36, -1.21], [-3.34, -1.90, -1.05], [-0.97, -2.25, -2.79], [1.79, -2.70, 0.06], [-5.15, 2.37, -0.69], [3.41, 0.75, 2.95], [2.16, 0.21, -1.71], [3.69, -1.07, -2.42], [1.99, 3.33, -0.74], [-3.36, -3.82, -0.29], [-4.79, -2.94, 0.09], [2.93, -5.99, 3.79], [2.80, 2.89, 1.68], [-1.55, 0.48, -3.75], [-4.79, 1.86, -1.59], [2.93, -4.24, 1.73], [5.09, 0.99, 2.57], [4.52, 3.20, 1.44], [3.42, -2.07, -2.07], [4.21, -7.13, 2.93], [2.28, -6.72, 2.28], [-6.59, -0.70, -1.23], [3.86, 1.66, 0.36], [-2.32, 5.06, -0.88], [-1.84, 3.95, 0.94], [3.79, 2.40, 1.56], [4.41, -4.64, 2.60], [4.15, -5.43, 1.05], [-0.50, -3.45, 4.28], [-1.96, 2.92, -2.16], [1.52, -0.68, -3.47], [-0.19, 1.85, -4.35], [-5.72, 0.80, -2.10], [-0.97, 3.76, -3.22], [2.24, 5.71, 0.25], [-0.67, -4.46, 3.35], [-0.79, 1.65, -3.45], [4.41, -0.70, -1.69], [2.74, 6.13, -1.47], [-0.60, 6.12, 0.11], [-1.63, 2.89, -3.21], [2.96, 0.81, -3.08], [4.26, -1.26, -3.34], [0.46, -5.89, 4.53], [3.65, -5.03, 1.92], [-0.58, -6.62, 3.36], [-3.39, -1.33, 1.52], [2.11, 5.52, -0.80], [0.62, 5.66, -2.06], [3.14, -6.23, 2.73], [-2.30, 5.23, 0.21], [-3.15, -2.38, 1.30], [-3.79, 1.49, -1.36], [4.32, 2.19, 3.61], [-5.48, 0.54, -3.14], [-4.77, 2.70, -2.29], [-1.72, 0.33, -0.88], [-0.07, 1.42, -2.67], [4.16, 1.52, 2.76], [-1.46, 6.29, 0.56], [-2.53, 2.91, -3.83], [-0.52, -5.76, 4.04], [-1.90, 4.10, 2.01], [3.95, -8.03, 2.71], [3.59, 3.94, -0.96], [-1.66, -4.34, 2.83], [-3.59, -2.98, 2.11], [-0.01, -1.22, -0.34], [-3.71, -2.81, -0.04], [-3.30, 5.54, 0.51], [-0.54, 0.29, 0.20], [-5.69, -0.38, -1.27]], "lowdin_charge": [0.062, 0.101, 0.080, 0.468, -0.247, -0.257, 0.045, 0.100, -0.053, 0.107, -0.234, -0.057, 0.124, 0.136, 0.098, -0.319, -0.210, 0.083, 0.045, 0.058, -0.192, 1.104, -0.174, 0.084, 0.073, 0.072, -0.070, 0.051, 0.118, 0.124, 0.139, 0.138, -0.189, -0.086, 0.050, 0.092, 0.124, 0.073, 0.016, 0.116, 0.104, 0.014, 0.127, -0.033, -0.264, 0.090, 0.091, 0.063, 0.051, -0.169, 0.121, -0.274, 0.073, 0.125, -0.291, -0.297, 0.083, 0.131, 0.070, -0.056, 0.126, 0.085, 0.085, -0.039, 0.090, 0.081, -0.223, 0.110, -0.292, -0.256, -0.069, 0.050, 0.094, 0.114, 0.083, -0.201, 0.083, -0.031, 0.057, 0.086, -0.056, 0.094, 0.117, 0.078, 0.143, 0.088, -0.288, -0.286, 0.129, 0.477, -0.084]}